DFT (wB97M-V/def2-TZVPD) results for a structure of composition C40H48AsINaO9PS2Si.

Each line ends with the Mulliken charge.
Geometry (Å):
C (1.4585, 2.4301, 3.4682)  1.751
H (-0.7010, 2.7102, 3.4502)  0.329
H (-6.1965, 0.6725, -4.3807)  0.305
H (1.6922, 4.5221, 3.9296)  0.492
H (1.6383, -1.2085, -6.5358)  0.379
C (-3.0016, -0.0631, -3.3267)  -0.198
Si (2.4700, 1.4532, 1.0086)  -0.294
C (2.9216, -0.6627, -4.9028)  -0.610
O (-3.4281, -0.0991, -0.2610)  -0.470
C (-0.4069, -5.9070, -1.2376)  -0.577
H (-7.4238, 1.0009, 4.2707)  0.332
P (-0.6865, -1.3662, -2.0975)  1.062
C (-3.9290, -2.5627, -4.3134)  -1.126
C (5.3175, 1.0662, -0.2855)  -1.413
H (4.2638, -1.1848, 2.1537)  0.257
H (3.1624, -2.2551, 3.0487)  0.529
C (-5.5169, 1.6685, 3.5741)  -0.478
C (1.9054, -0.6617, -2.7200)  -0.359
C (-6.5493, 0.7584, 3.6763)  -0.438
H (5.1634, 0.0101, -0.0565)  0.129
H (-0.3508, -6.9588, -0.9810)  0.326
O (-3.9053, 2.8973, 0.1369)  -0.514
C (-4.7385, -1.4779, -4.3815)  -0.968
C (3.0116, -0.4590, -3.5315)  -0.820
C (2.5233, 1.9536, 4.4534)  -1.763
H (3.6817, -2.3196, -0.0057)  0.411
H (-4.2500, -3.5276, -4.6874)  0.413
O (2.3869, -0.1328, 0.5429)  0.520
H (-5.7350, -1.5434, -4.8044)  0.315
C (2.6602, -2.4627, 0.3561)  -1.689
C (-1.2835, -5.0678, -0.5597)  -0.644
C (5.2262, 1.9053, 0.9889)  1.741
H (3.5086, 1.9587, 3.9892)  0.071
H (-0.3335, -1.5849, -5.0870)  0.351
H (2.2948, 0.9385, 4.7877)  0.340
C (5.3754, 3.3885, 0.6601)  -1.659
H (2.5311, 2.6071, 5.3300)  0.543
O (-3.3947, 2.3174, 2.7825)  -0.390
C (1.7175, -1.0659, -5.4640)  -0.704
H (6.3013, 1.1912, -0.7465)  0.640
H (1.1051, -6.0332, -2.7559)  0.388
C (-0.5359, -3.1912, -1.8878)  -0.066
C (0.0751, 2.2967, 4.0956)  -1.546
H (-3.5385, 2.0100, -0.0196)  0.239
O (3.9922, 1.7030, 1.6625)  0.216
I (-0.7595, 1.9284, -2.2959)  0.251
H (0.9892, -3.6407, -3.3309)  0.363
H (-5.5584, 2.6255, 4.0806)  0.418
H (1.9665, -0.4571, -1.6547)  1.074
H (-2.0088, -3.0693, -0.3087)  0.229
H (6.2248, 2.0482, 2.8957)  0.332
Na (-0.6555, 2.1567, 0.9020)  0.601
C (0.6977, -1.0882, -3.2752)  -0.153
C (-1.3415, -3.7175, -0.8716)  -0.111
H (4.5558, 3.7037, 0.0139)  0.227
H (4.5501, 1.3775, -0.9967)  0.195
H (7.3076, 1.6301, 1.5503)  0.399
C (-3.5578, 2.2983, -3.0406)  -0.411
C (1.7154, 3.8743, 3.0486)  -1.427
C (-4.3035, -0.2214, -3.8927)  1.000
H (0.0421, 2.8352, 5.0469)  0.413
H (2.9930, -0.4940, 3.1716)  0.013
C (-4.3650, 1.4032, 2.8126)  -0.193
H (3.7846, -0.4885, -5.5353)  0.353
C (-5.3292, -0.7439, 2.2744)  -0.972
C (-4.8566, 2.0972, -3.5311)  -0.890
H (1.9874, -2.4789, -0.5018)  0.112
C (-2.6481, 1.2761, -2.9574)  0.206
C (0.3404, -4.0383, -2.5594)  -0.097
H (0.1542, -1.4678, 0.9252)  -0.193
O (-1.7724, 0.4493, 1.4216)  -0.025
H (-2.0758, -3.3375, -3.5934)  0.559
H (-3.2687, 3.2848, -2.7061)  0.319
H (2.6908, 3.9689, 2.5674)  0.117
O (-2.7667, -1.7781, 1.3879)  -0.804
H (-5.5529, 2.9256, -3.5588)  0.372
C (0.4082, -5.3883, -2.2327)  -0.751
H (-7.2603, -1.1933, 3.0891)  0.361
C (2.2737, -1.3378, 1.3098)  1.968
H (-1.9156, -5.4535, 0.2312)  0.441
C (6.3115, 1.4721, 1.9722)  -1.841
H (3.9404, -0.1152, -3.0920)  0.362
H (5.3368, 3.9741, 1.5818)  0.321
H (0.5439, -0.7254, 2.4657)  -0.181
C (-2.1956, -1.2576, -3.1790)  0.888
C (-5.2091, 0.8620, -3.9749)  -0.904
C (-6.4609, -0.4654, 3.0197)  -0.681
C (3.2350, -1.3143, 2.4963)  -1.701
S (1.9777, 2.7093, -0.5188)  -0.941
H (-0.1494, 1.2444, 4.2780)  0.285
C (-2.6701, -2.4401, -3.6947)  -0.039
C (0.8364, -1.5139, 1.7746)  -0.874
C (0.6109, -1.2782, -4.6512)  -0.550
C (-4.2807, 0.1661, 2.1577)  0.195
H (-5.2291, -1.6940, 1.7651)  0.411
H (2.5911, -3.4326, 0.8556)  0.419
As (-3.3528, 3.8086, 1.5972)  -0.194
H (0.9453, 4.2139, 2.3547)  0.189
O (-1.6977, 3.9224, 1.5147)  -0.500
S (-2.9382, -0.3626, 1.0899)  2.010
H (6.3300, 3.5809, 0.1612)  0.440
H (6.1942, 0.4146, 2.2153)  0.334
H (0.7071, -2.4835, 2.2641)  0.545
O (1.4596, 1.5620, 2.3243)  0.363

Forces on atoms 1 to 2 (eV/Å):
C -0.028 -0.018 -0.040
H -0.008 -0.002 -0.014

Calculated values
**E**: -6353.637057 hartree
**Kohn-Sham gap**: 6.53 eV
**F_max**: 0.65 eV Å⁻¹
**Charge**: -2
**HOMO level**: -2.7 eV

---

DFT (wB97M-V/def2-TZVPD) results for a cluster of 5 separate species, C40H48BClF12N4O13 in total at a distorted geometry.

Each line ends with the Mulliken charge.
Geometry (Å):
H (0.6071, -9.0339, 0.3079)  0.339
H (-0.7464, 2.9406, 5.8976)  0.348
H (0.7265, -3.8919, 0.3745)  0.318
H (7.4966, -0.9292, -1.0470)  0.300
H (-2.6991, -0.8078, -2.8723)  0.333
H (-7.0917, -4.2350, 1.0442)  0.372
H (-0.0113, -8.8298, -1.3209)  0.337
O (1.5853, 3.5987, 4.7963)  -0.326
C (-0.8391, 3.4156, 4.9198)  -0.707
C (3.6030, 4.7360, -0.5184)  -0.253
O (-6.9768, -3.5875, 4.3557)  -0.338
H (1.1022, 4.9289, -6.8012)  0.412
H (-4.3390, 2.9299, 2.2718)  0.436
C (-3.4894, 2.2820, 2.0644)  -0.684
C (-2.2970, 0.2000, -3.0574)  -0.549
H (-2.7312, 0.9169, -2.3439)  0.315
C (0.0044, 4.4324, -5.0062)  0.161
H (-6.0551, -4.9739, 2.2798)  0.287
H (-0.5671, 3.6138, -5.4440)  0.303
H (-0.8988, 2.6173, 4.1783)  -0.014
C (2.2577, -1.7049, -0.0504)  0.526
F (-2.8663, 7.6460, -6.9114)  -0.241
H (0.2029, -6.3310, -1.0641)  0.273
H (-3.4960, -0.0173, -4.7168)  0.234
O (-6.3175, -1.5007, 3.8609)  -0.513
H (-8.3488, -4.4960, 3.1612)  0.326
H (-0.4810, -0.9739, -2.8645)  0.380
C (-5.7978, -2.4413, 6.0292)  0.859
C (2.3365, 0.3244, -1.9049)  0.522
C (-7.6076, -3.7045, 3.0666)  -0.227
H (7.7234, -2.3092, 0.1208)  0.371
H (4.6912, 0.2118, 1.0222)  -0.067
O (2.1055, 1.8602, -3.8407)  -0.416
C (-0.2046, -0.4701, 1.4163)  -0.061
C (0.3464, 4.3197, 4.6550)  -0.252
F (-5.1625, -3.5871, 6.3021)  -0.248
F (-1.6277, 8.1431, -5.2237)  -0.245
F (-3.3884, 6.9241, -4.9493)  -0.252
C (-0.7458, 0.0923, -2.9820)  -0.809
H (-0.8567, 0.9010, -0.9286)  -0.178
H (5.3833, 2.6376, -1.3174)  0.584
F (-4.9266, -1.4498, 6.2124)  -0.238
O (-0.0934, -1.2920, 0.2821)  -0.626
O (-2.1011, -7.5817, -1.7327)  -0.510
C (5.7048, -1.4378, -0.0365)  0.501
C (3.3099, 2.2107, 4.0083)  0.806
H (0.3757, 5.1216, 5.3907)  0.352
C (4.6392, 0.2189, -2.4413)  -0.513
H (1.8416, 5.5123, -5.3207)  0.316
C (1.1258, -0.9915, -0.3676)  -0.041
N (4.1414, 1.5630, -2.6422)  0.130
C (-6.5962, -4.0687, 2.0004)  -1.001
N (-2.6763, 0.5199, -4.4615)  -0.574
H (3.0177, 4.2047, 0.2432)  -0.026
H (-2.8777, 1.5105, -4.5357)  0.190
C (-0.1217, 0.8216, -1.7345)  0.090
H (-2.1465, 3.8108, 1.3930)  0.497
C (1.2940, 4.6753, -5.7581)  -1.194
N (2.8573, -2.7700, 2.3433)  -0.830
F (-4.0459, -9.0501, 0.3653)  -0.263
H (1.7570, -7.1216, -0.7673)  0.399
C (3.5333, -0.3926, -1.5782)  1.428
O (-1.2653, -8.2391, 0.2438)  -0.298
H (-0.2808, 0.4080, -3.9239)  0.334
H (0.2842, 4.7846, 3.6708)  0.249
C (3.7348, 3.8982, -1.8098)  -0.201
C (4.3124, 2.4971, -1.5368)  0.011
H (-4.5624, 0.5430, 2.6948)  0.474
H (0.7631, -6.5507, 0.5837)  0.319
Cl (5.1879, 5.2764, 0.1268)  -0.221
C (-2.2671, 2.7433, 1.5884)  -1.330
H (-1.7681, 3.9848, 4.8905)  0.367
H (3.8050, -2.4041, 2.2371)  0.295
F (-6.7689, -2.2968, 6.9426)  -0.255
H (1.9235, 3.7868, -5.7275)  0.289
O (-0.7937, 5.6314, -4.9440)  -0.371
C (0.7362, -7.0145, -0.4022)  -0.987
H (6.8909, -2.5574, -1.4441)  0.349
H (4.3962, 4.4482, -2.4980)  0.280
H (3.8472, 2.1387, -0.5888)  -0.154
O (5.6403, -0.2311, -2.9229)  -0.561
H (-2.7086, -1.0049, 2.2920)  0.480
H (6.0834, -0.5909, 1.8662)  0.392
C (-3.6126, 0.9100, 2.3038)  -0.564
C (-2.5512, 0.0523, 2.0661)  -0.486
H (6.4122, 0.5014, 0.5418)  0.429
H (2.7358, 3.8970, -2.2726)  -0.136
O (1.3514, 2.7940, 2.7172)  -0.402
C (1.9576, 2.8834, 3.7443)  0.233
F (3.5481, 1.2465, 3.1199)  -0.136
H (0.1441, 1.8330, -2.0845)  0.079
H (3.0370, 5.6340, -0.8024)  0.431
C (-2.3596, 7.1670, -5.7775)  0.878
H (2.3456, -2.0023, 2.7867)  0.344
F (-3.4543, -7.2414, 1.3836)  -0.247
C (-1.1971, 1.8918, 1.3731)  0.189
C (-1.5350, 5.8958, -6.0143)  0.324
H (0.2235, 4.1582, -3.9751)  0.119
C (-1.3236, 0.5254, 1.6037)  1.107
C (7.0590, -1.8474, -0.6262)  -1.355
H (-0.2340, 2.2672, 1.0212)  0.633
O (1.6506, -4.0886, 0.5838)  -0.579
C (5.6795, -0.2424, 0.8988)  -0.865
C (-3.5704, -7.8105, 0.1755)  0.912
C (-6.3765, -2.4320, 4.6091)  0.406
O (0.5985, -0.5979, 2.3088)  -0.536
F (4.3160, 3.0939, 3.9262)  -0.273
C (3.5169, -1.4202, -0.6512)  -0.133
C (2.7520, 1.3426, -2.9702)  -0.739
C (-2.2328, -7.8437, -0.5744)  0.347
H (-8.1422, -2.7879, 2.8177)  0.326
B (2.2438, -2.9095, 1.0191)  0.971
F (3.3780, 1.6569, 5.2242)  -0.269
C (1.1207, 0.0473, -1.3310)  0.162
H (-5.8563, -3.2778, 1.8738)  0.241
N (4.6791, -2.1519, -0.3396)  -0.607
F (-4.4972, -7.1272, -0.4960)  -0.243
C (0.0474, -8.3604, -0.3388)  -0.369
O (-1.5862, 5.2316, -7.0056)  -0.499

Forces on atoms 1 to 2 (eV/Å):
H -0.259 -0.003 0.170
H -0.022 0.130 0.045

Calculated values
**Structure (SMILES)**: CC(C)=Nc1c(B(N)O)c(OC(=O)c2ccccc2)c(CCCN)c2c1C(=O)N(CCCCl)C2=O.CCOC(=O)C(F)(F)F.CCOC(=O)C(F)(F)F.CCOC(=O)C(F)(F)F.CCOC(=O)C(F)(F)F
**E**: -4433.706869 hartree
**Kohn-Sham gap**: 8.42 eV
**F_max**: 2.46 eV Å⁻¹
**Charge**: 0
**HOMO level**: -8.7 eV